{
  "formula": "H24O12",
  "method": "wB97M-V/def2-TZVPD",
  "e_above_lowest_kj_mol": 154.81,
  "fmax_ev_per_a": 0.76,
  "total_energy_ha": -917.26639,
  "homo_energy_ha": -0.397,
  "charge": 0,
  "orbital_gap_ev": 10.1,
  "e_lumo_ev": -0.67,
  "species": ["O", "H", "H", "O", "H", "H", "O", "H", "H", "O", "H", "H", "O", "H", "H", "O", "H", "H", "O", "H", "H", "O", "H", "H", "O", "H", "H", "O", "H", "H", "O", "H", "H", "O", "H", "H"],
  "coordinates": [[-2.235, -0.340, 3.516], [-1.948, -0.309, 2.590], [-1.422, -0.395, 4.032], [0.699, 2.421, 2.341], [0.796, 1.999, 1.474], [1.483, 2.973, 2.436], [-2.407, -1.445, -0.792], [-1.656, -1.146, -1.320], [-2.010, -1.883, -0.021], [-1.419, 3.325, -0.564], [-1.062, 2.558, -0.099], [-1.768, 3.884, 0.137], [0.490, 0.533, 0.123], [0.525, 0.181, -0.780], [0.176, -0.217, 0.675], [-0.290, -1.932, 1.150], [-0.664, -2.255, 1.984], [0.057, -2.723, 0.717], [-1.143, 0.364, -3.130], [-1.500, -0.459, -3.489], [-1.921, 0.908, -2.942], [3.264, -0.687, 0.450], [3.301, -1.500, -0.069], [2.487, -0.212, 0.100], [2.281, -2.427, 2.418], [2.578, -1.742, 1.771], [1.737, -1.942, 3.045], [-2.614, 1.076, 1.066], [-3.523, 1.303, 0.843], [-2.234, 0.758, 0.236], [1.437, 1.497, -3.722], [0.752, 0.856, -3.458], [2.274, 1.066, -3.535], [1.743, -1.089, -2.123], [2.532, -1.151, -2.675], [1.204, -1.846, -2.384]]
}